1.
A structure of composition C31H49FKN13O3. Source: the OMol25 dataset; level of theory: ωB97M-V/def2-TZVPD.

Cartesian coordinates (Å):
K1 0.062 0.732 -0.180
N1 0.268 -2.225 -0.993
C1 -0.380 -3.183 -0.094
C2 -1.639 -2.573 0.506
N2 -1.461 -1.283 1.166
C3 -0.778 -1.417 2.456
C4 0.746 -1.281 2.476
N3 1.204 0.084 2.241
C5 -2.734 -0.573 1.310
C6 -3.381 -0.095 0.010
N4 -2.665 1.004 -0.627
H1 -0.405 -1.975 -1.716
H2 1.039 -2.658 -1.487
H3 0.328 -3.468 0.687
H4 -0.698 -4.102 -0.601
H5 -2.079 -3.303 1.209
H6 -2.348 -2.465 -0.312
H7 -1.012 -2.395 2.909
H8 -1.178 -0.663 3.139
H9 1.194 -1.926 1.718
H10 1.060 -1.670 3.454
H11 2.150 0.223 2.568
H12 0.614 0.777 2.693
H13 -2.553 0.304 1.938
H14 -3.480 -1.199 1.835
H15 -4.423 0.159 0.250
H16 -3.439 -0.908 -0.716
H17 -2.768 1.887 -0.141
H18 -2.878 1.088 -1.613
C7 -4.879 5.492 -0.679
C8 -3.660 6.367 -0.959
N5 -2.421 5.607 -1.036
C9 -1.791 5.279 0.154
C10 -0.783 4.394 0.283
C11 -0.497 3.765 1.670
O1 -0.035 4.468 2.565
O2 -0.893 2.566 1.666
C12 -0.171 3.871 -0.919
O3 0.778 3.096 -0.979
C13 -0.866 4.207 -2.179
C14 -0.427 3.539 -3.320
C15 -1.214 3.525 -4.430
F1 -0.800 2.894 -5.550
C16 -2.487 4.094 -4.412
C17 -2.875 4.859 -3.324
C18 -2.053 4.947 -2.188
N6 -3.437 3.763 -5.423
C19 -3.439 2.386 -5.902
C20 -4.805 2.134 -6.570
N7 -5.738 3.208 -6.094
C21 -5.345 4.551 -6.643
C22 -3.819 4.704 -6.449
H19 -5.783 6.102 -0.638
H20 -4.762 4.985 0.279
H21 -5.006 4.726 -1.446
H22 -3.541 7.093 -0.156
H23 -3.779 6.938 -1.880
H24 -2.228 5.735 1.035
H25 0.500 2.981 -3.274
H26 -3.876 5.271 -3.321
H27 -3.282 1.723 -5.049
H28 -2.655 2.173 -6.631
H29 -5.220 1.164 -6.307
H30 -4.762 2.220 -7.654
H31 -5.635 3.258 -5.077
H32 -6.705 2.991 -6.324
H33 -5.900 5.299 -6.080
H34 -5.651 4.585 -7.687
H35 -3.588 5.717 -6.129
H36 -3.294 4.521 -7.396
N8 -2.634 -3.475 -2.639
C23 -2.630 -2.636 -3.442
N9 -2.642 -1.718 -4.390
C24 -2.233 -0.530 -4.064
N10 -1.866 0.547 -3.792
C25 2.328 -0.527 -6.132
C26 1.039 -0.522 -5.336
N11 1.235 0.288 -4.148
C27 2.345 0.098 -3.344
N12 2.242 0.328 -2.092
C28 3.414 0.318 -1.238
C29 4.721 0.413 -2.009
C30 4.662 -0.559 -3.169
N13 3.526 -0.232 -4.013
C31 3.453 -1.011 -5.239
H37 2.545 0.484 -6.484
H38 2.240 -1.185 -6.999
H39 0.748 -1.554 -5.089
H40 0.220 -0.087 -5.909
H41 0.392 0.446 -3.610
H42 3.401 -0.602 -0.638
H43 3.325 1.140 -0.522
H44 5.576 0.191 -1.367
H45 4.848 1.425 -2.401
H46 4.589 -1.592 -2.794
H47 5.561 -0.498 -3.786
H48 3.310 -2.080 -5.012
H49 4.414 -0.918 -5.750

The spin multiplicity is 1. Its charge is 0. The highest occupied orbital energy comes out at -7.242 eV. Its lowest unoccupied orbital energy is -0.0458 Ha. For the energy, the calculation gives -2848.0267 Eh. The calculation puts the energy above the lowest of the compared OMol25 structures with the same formula, charge and spin at 152.0 kJ/mol.

These are the Mulliken partial charges, in e, on atoms 1 to 8:
1 K 0.798
2 N 0.018
3 C -1.171
4 C -1.147
5 N 1.116
6 C -1.020
7 C -0.716
8 N -0.484



2.
A structure of composition C35H54N2O8SSi4TeW. Source: the OMol25 dataset; level of theory: ωB97M-V/def2-TZVPD.

Cartesian coordinates (Å):
W1 -0.325 -0.154 0.519
O1 -2.936 1.087 -5.772
C1 -1.962 1.769 -5.396
O2 -1.296 2.655 -5.940
C2 -1.510 1.488 -3.974
C3 -2.052 2.221 -2.922
C4 -1.610 2.016 -1.635
N1 -0.639 1.147 -1.356
C5 -0.019 0.518 -2.382
C6 -0.424 0.644 -3.684
C7 1.052 -0.430 -1.880
O3 1.473 -1.417 -2.416
O4 1.367 -0.030 -0.642
H1 -2.854 2.922 -3.106
H2 -2.038 2.540 -0.790
H3 0.065 0.067 -4.458
C8 -6.503 1.543 -2.770
C9 -5.562 0.531 -2.185
C10 -5.773 0.009 -0.911
C11 -4.868 -0.875 -0.340
C12 -3.728 -1.220 -1.050
C13 -3.527 -0.756 -2.346
C14 -4.450 0.101 -2.911
S1 -2.437 -2.188 -0.285
C15 -2.473 -3.504 -1.511
O5 -1.202 -1.430 -0.882
H4 -6.954 2.157 -1.991
H5 -7.310 1.050 -3.316
H6 -5.984 2.193 -3.473
H7 -6.650 0.307 -0.349
H8 -5.055 -1.290 0.642
H9 -2.658 -1.048 -2.921
H10 -4.285 0.450 -3.929
H11 -2.003 -3.147 -2.422
H12 -3.510 -3.779 -1.687
H13 -1.929 -4.359 -1.111
C16 5.762 -4.425 0.970
Si1 4.054 -3.881 0.404
C17 4.165 -2.307 -0.583
C18 3.286 -5.204 -0.682
Si2 2.699 -3.548 2.293
Te1 0.563 -2.338 1.643
Si3 3.928 -2.288 3.831
C19 2.783 -1.422 5.049
C20 4.901 -0.952 2.907
C21 5.155 -3.321 4.798
Si4 1.943 -5.531 3.269
C22 3.342 -6.777 3.217
C23 0.456 -6.207 2.354
C24 1.454 -5.228 5.055
H14 6.359 -4.745 0.113
H15 5.712 -5.258 1.673
H16 6.292 -3.610 1.466
H17 4.735 -2.479 -1.499
H18 4.649 -1.501 -0.029
H19 3.174 -1.961 -0.876
H20 3.910 -5.385 -1.560
H21 2.305 -4.875 -1.031
H22 3.154 -6.152 -0.158
H23 1.943 -0.945 4.544
H24 3.321 -0.656 5.614
H25 2.358 -2.132 5.761
H26 4.333 -0.498 2.091
H27 5.797 -1.367 2.444
H28 5.216 -0.160 3.590
H29 4.656 -4.093 5.386
H30 5.719 -2.684 5.482
H31 5.865 -3.824 4.138
H32 3.694 -6.949 2.198
H33 3.004 -7.732 3.625
H34 4.198 -6.441 3.805
H35 0.709 -6.475 1.327
H36 -0.341 -5.462 2.313
H37 0.069 -7.097 2.855
H38 2.322 -4.985 5.671
H39 0.975 -6.113 5.479
H40 0.755 -4.393 5.132
O6 2.307 0.696 2.310
C25 2.495 1.941 2.810
C26 3.553 2.222 3.673
C27 3.731 3.498 4.169
C28 2.856 4.519 3.810
C29 1.822 4.240 2.942
C30 1.625 2.953 2.430
C31 0.489 2.795 1.494
O7 -0.030 3.729 0.941
O8 -0.029 1.561 1.336
H41 3.069 0.149 2.531
H42 4.226 1.424 3.957
H43 4.563 3.700 4.830
H44 2.984 5.517 4.204
H45 1.131 5.012 2.634
C32 -3.175 -1.565 3.043
C33 -2.522 -0.228 2.680
C34 -1.518 0.137 3.785
C35 -3.577 0.890 2.621
N2 -1.837 -0.300 1.393
H46 -3.847 -1.417 3.889
H47 -2.420 -2.303 3.320
H48 -3.757 -1.974 2.219
H49 -2.019 0.068 4.751
H50 -1.154 1.157 3.657
H51 -0.665 -0.541 3.785
H52 -3.814 1.220 3.632
H53 -4.499 0.559 2.143
H54 -3.190 1.742 2.061

The spin multiplicity is 1. Its charge is 0. The highest occupied orbital energy comes out at -7.814 eV. Its lowest unoccupied orbital energy is -0.0643 Ha. For the energy, the calculation gives -3968.9240 Eh. The calculation puts the energy above the lowest of the compared OMol25 structures with the same formula, charge and spin at 163.0 kJ/mol.

These are the Mulliken partial charges, in e, on atoms 1 to 8:
1 W 1.422
2 O -0.700
3 C -0.202
4 O -0.674
5 C 0.765
6 C -0.544
7 C -0.535
8 N -0.125



3.
An isolated molecule of C26H36N4O5. Source: the OMol25 dataset; level of theory: ωB97M-V/def2-TZVPD.

Cartesian coordinates (Å):
C1 2.732 -4.471 -0.209
O1 2.176 -4.311 -1.501
C2 0.778 -4.482 -1.572
C3 0.073 -3.162 -1.935
N1 0.178 -2.184 -0.875
C4 1.177 -1.294 -0.743
O2 1.256 -0.599 0.264
C5 2.166 -1.151 -1.883
C6 3.155 -0.001 -1.643
C7 2.504 1.342 -1.945
O3 2.649 1.911 -3.005
N2 1.736 1.801 -0.917
C8 0.890 2.894 -0.886
C9 0.841 3.872 -1.884
C10 -0.065 4.903 -1.735
C11 -0.882 4.941 -0.612
C12 -0.746 3.929 0.321
N3 0.110 2.930 0.193
C13 -0.829 -2.257 0.186
C14 -0.140 -2.135 1.573
O4 0.706 -2.948 1.889
N4 -0.657 -1.214 2.396
C15 -0.166 -0.972 3.734
C16 0.428 0.429 3.879
C17 1.801 0.574 3.213
C18 2.900 -0.021 4.090
C19 2.092 2.045 2.921
C20 -1.962 -1.298 -0.076
C21 -3.266 -1.773 -0.183
C22 -4.316 -0.917 -0.438
C23 -4.091 0.451 -0.601
O5 -5.189 1.211 -0.854
C24 -5.020 2.597 -1.030
C25 -2.792 0.935 -0.494
C26 -1.746 0.067 -0.234
H1 2.667 -5.516 0.115
H2 3.780 -4.189 -0.294
H3 2.238 -3.837 0.532
H4 0.564 -5.216 -2.359
H5 0.391 -4.863 -0.621
H6 -0.986 -3.355 -2.123
H7 0.518 -2.770 -2.849
H8 1.623 -0.966 -2.813
H9 2.710 -2.092 -1.987
H10 4.003 -0.115 -2.318
H11 3.505 -0.029 -0.610
H12 1.631 1.176 -0.114
H13 1.491 3.803 -2.738
H14 -0.133 5.676 -2.487
H15 -1.599 5.735 -0.467
H16 -1.350 3.905 1.220
H17 -1.226 -3.279 0.177
H18 -1.275 -0.517 2.007
H19 0.581 -1.740 3.942
H20 -1.002 -1.095 4.433
H21 0.510 0.669 4.942
H22 -0.267 1.143 3.430
H23 1.779 0.029 2.268
H24 2.951 0.500 5.045
H25 3.866 0.071 3.599
H26 2.719 -1.075 4.280
H27 3.078 2.157 2.475
H28 2.067 2.628 3.840
H29 1.356 2.450 2.229
H30 -3.464 -2.829 -0.061
H31 -5.326 -1.285 -0.520
H32 -4.370 2.819 -1.882
H33 -6.015 2.993 -1.223
H34 -4.611 3.069 -0.131
H35 -2.572 1.984 -0.608
H36 -0.754 0.477 -0.143

The SMILES is COCCN(C(=O)CCC(=O)Nc1ccccn1)[C@@H](C(=O)NCCC(C)C)c1ccc(OC)cc1. The spin multiplicity is 1. Its charge is 0. The highest occupied orbital energy comes out at -8.644 eV. Its lowest unoccupied orbital energy is 0.0227 Ha. For the energy, the calculation gives -1607.6295 Eh. The calculation puts the energy above the lowest of the compared OMol25 structures with the same formula, charge and spin at 0.0 kJ/mol.

These are the natural (NBO) partial charges, in e, on atoms 1 to 8:
1 C -0.268
2 O -0.562
3 C -0.071
4 C -0.232
5 N -0.426
6 C 0.734
7 O -0.695
8 C -0.506



4.
A structure of composition C12H14BN9Sn. Source: the OMol25 dataset; level of theory: ωB97M-V/def2-TZVPD.

Cartesian coordinates (Å):
H1 -0.035 3.140 1.815
N1 0.279 1.806 0.207
B1 0.702 0.757 -2.135
N2 0.616 1.943 -1.105
C1 0.766 3.264 -1.376
Sn1 -0.008 0.002 1.001
H2 1.032 3.581 -2.383
C2 0.521 3.997 -0.214
H3 0.561 5.078 -0.090
C3 0.217 3.034 0.761
H4 1.184 1.214 -3.149
C4 -2.177 -2.836 2.574
H5 -2.449 -3.197 3.574
H6 -1.139 -3.349 2.385
H7 -2.805 -3.270 1.783
N3 -0.689 0.175 -2.443
N4 1.646 -0.327 -1.558
N5 -1.506 -0.334 -1.482
N6 1.526 -0.784 -0.288
C5 -1.306 0.164 -3.662
C6 2.660 -0.977 -2.185
H8 -0.792 0.532 -4.551
H9 2.908 -0.740 -3.219
C7 -2.578 -0.371 -3.492
C8 3.218 -1.889 -1.290
C9 -2.643 -0.664 -2.108
C10 2.472 -1.725 -0.107
H10 -3.338 -0.536 -4.256
H11 4.052 -2.567 -1.465
H12 -3.466 -1.106 -1.541
H13 2.574 -2.220 0.859
H14 -2.249 -1.733 2.531
N7 0.051 0.106 3.024
C11 0.076 0.342 4.159
N8 0.105 0.703 5.501
C12 0.036 -0.226 6.527
N9 -0.021 -0.987 7.398

The spin multiplicity is 1. Its charge is 0. The highest occupied orbital energy comes out at -7.525 eV. Its lowest unoccupied orbital energy is -0.0021 Ha. For the energy, the calculation gives -1197.5976 Eh. The calculation puts the energy above the lowest of the compared OMol25 structures with the same formula, charge and spin at 0.0 kJ/mol.

These are the natural (NBO) partial charges, in e, on atoms 1 to 8:
1 H 0.240
2 N -0.483
3 B 0.548
4 N -0.288
5 C 0.040
6 Sn 1.357
7 H 0.241
8 C -0.333



Which value of spin multiplicity does entry 3 give?
1